An isolated molecule of C11H18O2 at a distorted geometry. Source: the OMol25 dataset; level of theory: ωB97M-V/def2-TZVPD.

Last column: Mulliken charge in e.
Atoms and positions in Å:
1 C -1.393073 2.116707 -2.913725  -0.99
2 C -1.477740 1.133790 -1.672904  -0.77
3 C -0.245778 0.396562 -1.167209  0.66
4 C 1.092249 0.796220 -1.600662  0.11
5 C -0.429423 -0.671106 -0.395029  0.75
6 C -1.524708 -0.980658 0.476988  -1.17
7 C -0.948019 -1.232597 1.943711  -1.11
8 C 0.095187 -0.169584 2.378537  -0.21
9 C 1.513673 -0.666141 2.246909  -1.03
10 C 1.957728 -0.894037 0.833241  -0.21
11 C 0.964190 -1.519435 -0.136215  -1.62
12 H -0.419279 2.539889 -2.658671  0.25
13 H -1.352301 1.419560 -3.768287  0.31
14 H -2.100761 3.012777 -2.923854  0.32
15 H -2.197327 0.267861 -1.807178  0.34
16 H -1.775829 1.760126 -0.767752  0.26
17 H 0.670105 2.657570 -0.992421  0.40
18 H -2.162227 -1.777204 0.136331  0.36
19 H -2.162366 -0.150667 0.567595  0.45
20 H -0.466184 -2.198926 1.828412  0.37
21 H -1.718370 -1.382760 2.653030  0.61
22 H 0.043631 0.854383 1.794734  0.19
23 H -0.027375 -0.129713 3.550166  0.28
24 H 2.226984 -0.034537 2.832941  0.40
25 H 1.584677 -1.607541 2.745953  0.42
26 H 2.173367 0.119768 0.493276  0.22
27 H 2.908695 -1.520553 0.588096  0.25
28 H 1.273623 -1.795723 -1.153168  0.59
29 H 0.663490 -2.463798 0.305583  0.58
30 O 1.416200 2.156298 -1.302018  -0.51
31 O 1.816960 -0.036532 -2.116409  -0.53

Atoms 1-3, force components in eV/Å:
C 0.59 -0.84 1.83
C -1.77 0.79 1.44
C -1.63 0.37 -0.94

structure (SMILES): CCC(C(=O)O)=C1CCCCCC1
orbital gap: 9.58 eV
LUMO: 0.62 eV
DFT total energy: -580.3237 a.u.
HOMO: -8.968 eV

A cluster of 2 separate species, C6H12O in total at a distorted geometry. Source: the OMol25 dataset; level of theory: ωB97M-V/def2-TZVPD.

Last column: Mulliken charge in e.
Atoms and positions in Å:
1 C -1.426940 -0.764736 -2.269992  -1.11
2 C -0.554644 -0.841580 -1.077829  0.01
3 C -0.695764 -0.286785 0.130083  -0.36
4 C 0.165697 -0.517399 1.307390  -0.31
5 C 0.849770 -1.657166 1.493186  -0.13
6 C 1.754898 -1.860622 2.662126  -1.16
7 H -2.383539 -1.294880 -2.155846  0.27
8 H -0.886335 -1.220686 -3.094470  0.32
9 H -1.745103 0.266499 -2.423047  0.30
10 H 0.291174 -1.524895 -1.078536  0.30
11 H -1.660060 0.200442 0.314998  0.29
12 H 0.361972 0.331196 1.950460  0.33
13 H 0.651712 -2.516707 0.869181  0.34
14 H 2.674152 -1.307652 2.432232  0.26
15 H 1.376780 -1.627802 3.653577  0.33
16 H 2.090632 -2.901804 2.717840  0.33
17 H -0.450801 5.307120 -2.274472  0.31
18 H -0.557021 6.363776 -1.387169  0.31
19 O 0.143418 5.853680 -1.769714  -0.62

Atoms 1-3, force components in eV/Å:
C -0.66 -0.03 0.25
C 0.91 -0.61 1.73
C -1.47 -0.24 -0.16

structure (SMILES): C/C=C/C=C/C.O
orbital gap: 9.25 eV
LUMO: 0.82 eV
DFT total energy: -310.9864 a.u.
HOMO: -8.424 eV

A structure of composition C64H61AsIN4PRhS4 at a distorted geometry. Source: the OMol25 dataset; level of theory: ωB97M-V/def2-TZVPD.

Last column: Mulliken charge in e.
Atoms and positions in Å:
1 Rh 0.072676 0.356720 0.593300  0.26
2 N -1.500908 1.629282 0.461551  -1.03
3 S -3.002376 1.964190 0.263715  -0.22
4 N -3.923076 0.698091 0.861833  -0.01
5 S -4.621328 -0.392173 0.014068  0.85
6 N -3.872754 -1.339647 -0.942197  -0.16
7 S -2.339520 -1.908150 -0.598151  1.80
8 N -1.187268 -1.034778 -0.776138  -0.99
9 C -2.599376 -2.625224 1.047668  1.27
10 C -3.337641 -3.783695 1.252237  -0.61
11 C -3.624018 -4.187532 2.548184  -0.97
12 C -3.164681 -3.444796 3.629619  -0.84
13 C -2.410534 -2.299396 3.415226  -0.90
14 C -2.133736 -1.884703 2.121726  0.13
15 C -2.428191 -3.275278 -1.741802  0.10
16 C -1.232018 -3.597196 -2.352066  -0.55
17 C -1.192227 -4.641206 -3.262327  -0.80
18 C -2.354142 -5.341816 -3.561177  -0.77
19 C -3.558176 -4.989003 -2.963062  -0.96
20 C -3.603802 -3.944761 -2.052190  -0.14
21 C -5.905064 0.266555 -1.027257  0.63
22 C -5.999320 -0.088588 -2.359276  -0.16
23 C -7.027771 0.457395 -3.114955  -0.80
24 C -7.931947 1.335088 -2.534679  -0.61
25 C -7.817442 1.680037 -1.190826  -0.76
26 C -6.797685 1.142671 -0.426498  -1.05
27 C -5.583502 -1.264299 1.240551  0.42
28 C -6.427909 -2.262734 0.769810  -0.68
29 C -7.234596 -2.936780 1.667879  -0.92
30 C -7.194009 -2.607797 3.019500  -0.59
31 C -6.343102 -1.611087 3.472240  -0.81
32 C -5.527014 -0.926508 2.580784  0.04
33 C -1.898975 4.785382 2.186655  0.20
34 C -1.079900 5.893602 1.961931  -0.04
35 C -1.582662 7.039194 1.361092  -0.90
36 C -2.920248 7.113593 0.998816  -0.68
37 C -3.759399 6.043499 1.275197  -0.78
38 C -3.251717 4.894307 1.867211  0.06
39 C -3.413793 2.035997 -1.487340  0.82
40 C -2.714605 1.379407 -2.487527  -0.09
41 C -3.093980 1.586987 -3.806505  -1.16
42 C -4.146490 2.442873 -4.111262  -0.71
43 C -4.821565 3.116767 -3.100423  -1.16
44 C -4.442069 2.926128 -1.780713  -0.32
45 H -3.693714 -4.369495 0.415388  0.40
46 H -4.202936 -5.088295 2.711374  0.41
47 H -3.385865 -3.768331 4.639750  0.37
48 H -2.040393 -1.715401 4.250082  0.51
49 H -1.584517 -0.968637 1.957842  -0.20
50 H -0.360151 -2.999999 -2.130063  0.73
51 H -0.258082 -4.898270 -3.746441  0.48
52 H -2.327444 -6.155191 -4.275188  0.41
53 H -4.465944 -5.522657 -3.213880  0.49
54 H -4.540397 -3.644027 -1.600968  0.28
55 H -5.269234 -0.760319 -2.794434  0.57
56 H -7.115245 0.197204 -4.162180  0.49
57 H -8.732644 1.755504 -3.130249  0.43
58 H -8.523778 2.365627 -0.741069  0.47
59 H -6.689818 1.402129 0.621745  0.45
60 H -6.458711 -2.499635 -0.289397  0.28
61 H -7.901827 -3.713580 1.315649  0.47
62 H -7.832924 -3.130593 3.719793  0.43
63 H -6.311433 -1.357564 4.524957  0.50
64 H -4.859998 -0.141612 2.911209  0.50
65 H -0.042366 5.862474 2.269959  0.64
66 H -0.926596 7.884204 1.184928  0.44
67 H -3.309623 8.008516 0.529263  0.43
68 H -4.814683 6.104981 1.034277  0.47
69 H -3.917894 4.068099 2.088511  0.46
70 H -1.890913 0.721570 -2.227904  0.42
71 H -2.554462 1.085891 -4.602660  0.49
72 H -4.429757 2.601442 -5.145621  0.46
73 H -5.626490 3.801817 -3.340705  0.45
74 H -4.931792 3.472330 -0.978101  0.45
75 I 2.705783 -0.130176 0.532920  0.24
76 C 3.676867 1.574432 -0.243809  0.26
77 C 4.929753 1.254329 -0.678575  -0.51
78 C 5.823237 2.242245 -1.119619  -1.12
79 C 5.428640 3.540657 -1.077703  -0.87
80 C 4.133278 3.902563 -0.632800  0.70
81 C 3.819503 5.276203 -0.590034  -1.05
82 C 2.588928 5.684001 -0.176193  -1.29
83 C 1.634269 4.713498 0.144565  0.26
84 C 1.859471 3.354599 0.126311  0.50
85 P 0.079234 2.557599 0.422591  1.98
86 C -0.433487 3.340946 -1.166087  1.59
87 C -1.412134 4.321253 -1.264347  1.32
88 C -1.763589 4.828381 -2.508479  -0.79
89 C -1.159452 4.341216 -3.658891  -0.99
90 C -0.193334 3.347212 -3.563376  -0.89
91 C 0.178518 2.858334 -2.320244  -0.72
92 C -0.012480 3.001390 2.300825  1.82
93 C -1.371336 3.513489 2.847566  1.12
94 C -1.308103 3.769847 4.339563  -0.82
95 C -0.174620 4.119927 4.941917  -0.97
96 C 1.062876 4.187111 4.182880  -0.77
97 C 1.146532 3.707611 2.938984  -1.21
98 C 3.173308 2.912313 -0.226833  -0.49
99 H 5.253028 0.219493 -0.671251  0.48
100 H 6.810513 1.961722 -1.462822  0.39
101 H 6.100477 4.334374 -1.384293  0.40
102 H 4.578573 5.988903 -0.892184  0.37
103 H 2.328695 6.732996 -0.124538  0.57
104 H 0.644358 5.080156 0.400880  0.07
105 H -1.912776 4.698426 -0.375470  -0.62
106 H -2.517935 5.602927 -2.574657  0.50
107 H -1.438735 4.734284 -4.628503  0.42
108 H 0.278637 2.958269 -4.456546  0.48
109 H 0.950780 2.098041 -2.248074  0.37
110 H -2.103172 2.724873 2.681545  -0.25
111 H -2.247934 3.741196 4.880216  0.52
112 H -0.158283 4.363917 5.997664  0.45
113 H 1.949079 4.590927 4.658790  0.55
114 H 2.100993 3.686507 2.439662  0.58
115 C -0.146203 -5.300831 2.273845  -1.14
116 C 0.373536 -4.903001 0.900322  -0.67
117 As 1.028027 -3.027685 0.788034  0.56
118 C 2.442063 -3.249548 2.165786  -0.93
119 C 2.000084 -2.598754 3.474947  -0.93
120 C 2.054414 -3.330017 -0.892613  -0.51
121 C 3.485609 -3.823243 -0.726074  -1.41
122 H -0.457638 -6.347296 2.283719  0.39
123 H -1.000443 -4.693196 2.574527  0.22
124 H 0.628728 -5.187488 3.035614  0.32
125 H -0.391729 -5.028133 0.131743  0.19
126 H 1.220871 -5.534028 0.617071  0.65
127 H 3.379927 -2.814300 1.819706  0.53
128 H 2.626285 -4.317385 2.297414  0.60
129 H 1.837931 -1.525741 3.349906  0.01
130 H 2.751476 -2.730901 4.256166  0.44
131 H 1.062392 -3.024920 3.838946  0.24
132 H 2.028073 -2.409528 -1.478236  0.47
133 H 1.474959 -4.077752 -1.433378  0.37
134 H 4.114964 -3.072841 -0.245138  0.23
135 H 3.932653 -4.050175 -1.696339  0.46
136 H 3.530650 -4.731156 -0.120670  0.27
137 S 0.294405 1.201032 2.694959  -0.55

Atoms 1-3, force components in eV/Å:
Rh -0.66 0.31 -0.71
N -0.06 0.08 0.66
S 0.28 -0.17 -0.21

total charge: +1
orbital gap: 7.25 eV
LUMO: -2.23 eV
DFT total energy: -7272.0700 a.u.
HOMO: -9.481 eV

A structure of composition C31H51Br2F5N5O5PS at a distorted geometry. Source: the OMol25 dataset; level of theory: ωB97M-V/def2-TZVPD.

Last column: Mulliken charge in e.
Atoms and positions in Å:
1 C -5.826050 -2.018873 -3.175733  -1.14
2 C -5.762520 -0.485449 -3.330049  -0.28
3 O -4.382508 -0.054235 -3.469170  -0.51
4 C -3.986066 0.855819 -2.516167  0.24
5 C -4.623920 2.079166 -2.565030  -0.12
6 C -4.330136 3.044592 -1.645078  -0.57
7 C -3.382798 2.772729 -0.693414  0.75
8 C -2.703985 1.581143 -0.606746  -0.13
9 C -3.012391 0.582435 -1.567162  -1.31
10 C -2.301211 -0.767617 -1.548639  1.21
11 F -2.233938 -1.314273 -2.781445  -0.28
12 F -1.010447 -0.639941 -1.158880  -0.23
13 C -2.981649 -1.856690 -0.624014  0.43
14 F -3.905956 -1.366557 0.199289  -0.26
15 F -2.029574 -2.539543 0.032154  -0.15
16 F -3.600410 -2.762761 -1.396272  -0.29
17 N -1.736421 1.381976 0.439347  0.82
18 P -2.581284 1.168724 2.003739  0.15
19 N -2.399503 -0.467894 2.538237  -0.44
20 O -1.701400 2.078053 3.069556  -0.39
21 C -0.769565 2.462580 0.532077  -1.29
22 C -1.196986 3.767654 0.590708  1.89
23 C -0.365708 4.854319 0.688584  -0.68
24 C 0.984215 4.638097 0.729479  -1.02
25 C 1.451858 3.345814 0.665446  -1.27
26 C 0.630203 2.253976 0.558347  0.00
27 C 1.220141 0.841613 0.430515  0.14
28 Br 3.182447 0.830485 0.448522  -0.13
29 C 0.669600 -0.190161 1.465098  1.87
30 C 0.783146 0.283113 2.924021  -1.33
31 Br 1.739364 -1.863564 1.327722  -0.06
32 S -2.964584 4.034791 0.497036  -0.30
33 H -4.938632 -2.490023 -3.598837  0.22
34 H -5.890243 -2.248224 -2.109574  0.22
35 H -6.739473 -2.385606 -3.652745  0.46
36 H -6.266905 -0.234899 -4.268898  0.37
37 H -6.208364 -0.000835 -2.459232  0.33
38 H -5.364810 2.291434 -3.328267  0.48
39 H -4.841361 3.999845 -1.703166  0.44
40 H -2.120692 -1.124380 1.816773  -0.07
41 H -3.340201 -0.751545 2.796381  0.41
42 H -1.946239 1.759202 3.950259  0.33
43 H -0.830039 5.835899 0.710137  0.41
44 H 1.631829 5.507869 0.788833  0.50
45 H 2.529319 3.238481 0.678043  0.31
46 H 0.929733 0.484364 -0.560468  0.56
47 H -0.314546 -0.494598 1.138463  -1.42
48 H 1.684004 -0.177982 3.341679  0.55
49 H 0.909146 1.366425 2.976819  0.28
50 H -0.036404 -0.082851 3.541364  0.24
51 C 3.278312 10.606560 -2.150101  -1.39
52 C 2.061939 10.246945 -1.302261  0.36
53 C 2.399710 9.430657 -0.044661  -0.77
54 O 2.699557 8.067054 -0.284543  -0.25
55 C 4.017838 7.816251 -0.738980  -0.72
56 N 1.080028 9.561720 -2.149821  -0.73
57 H 3.627571 9.767913 -2.751739  0.29
58 H 3.027151 11.409513 -2.843611  0.35
59 H 4.106588 10.950824 -1.527049  0.34
60 H 1.615716 11.186278 -0.961797  0.39
61 H 1.515957 9.423855 0.599105  0.35
62 H 3.205289 9.902485 0.533254  0.39
63 H 4.741043 8.502022 -0.289227  0.33
64 H 4.070639 7.874733 -1.827944  0.27
65 H 4.279395 6.797095 -0.452907  0.22
66 H 0.224915 9.423141 -1.618030  0.26
67 H 1.422402 8.617115 -2.309549  0.32
68 C 2.092652 -4.804188 -1.161641  -0.34
69 C 3.587505 -4.590443 -0.952422  0.33
70 C 4.468498 -5.495211 -1.827112  -0.91
71 O 4.546394 -6.842054 -1.396213  -0.40
72 C 3.443751 -7.653547 -1.759053  -0.53
73 N 3.898941 -4.744915 0.474826  -0.51
74 H 1.729944 -5.701423 -0.660849  -0.19
75 H 1.531890 -3.963159 -0.752086  -0.16
76 H 1.849201 -4.881827 -2.223611  0.41
77 H 3.809345 -3.556393 -1.234563  0.36
78 H 5.493014 -5.116294 -1.779349  0.37
79 H 4.164830 -5.447726 -2.881325  0.43
80 H 3.041260 -7.378875 -2.738283  0.29
81 H 2.657504 -7.603300 -1.002479  0.12
82 H 3.791974 -8.685644 -1.803053  0.26
83 H 4.871972 -4.493033 0.625377  0.25
84 H 3.871778 -5.741170 0.683091  0.30
85 C -0.592824 -4.938924 3.952778  -1.66
86 C 0.208773 -5.143811 2.670602  1.59
87 C -0.478940 -6.066485 1.652532  -0.50
88 O -0.426683 -7.448928 1.966151  -0.45
89 C -1.377456 -7.882366 2.919288  -0.66
90 N 1.550158 -5.616325 3.022903  -0.68
91 H -0.519674 -5.790055 4.630024  0.35
92 H -0.215098 -4.070623 4.494439  0.36
93 H -1.649440 -4.763164 3.735197  0.34
94 H 0.314313 -4.166462 2.193535  -0.52
95 H 0.046405 -5.966829 0.701266  0.05
96 H -1.517574 -5.756120 1.471727  0.42
97 H -2.324057 -7.342151 2.824738  0.29
98 H -0.986292 -7.778792 3.933882  0.23
99 H -1.563265 -8.942726 2.744940  0.27
100 H 2.122428 -5.638999 2.182643  0.13
101 H 1.466637 -6.594293 3.292315  0.35

Atoms 1-3, force components in eV/Å:
C -0.27 0.67 0.49
C 0.39 -0.84 -0.65
O -0.01 -0.29 0.71

orbital gap: 8.43 eV
LUMO: 0.43 eV
DFT total energy: -8248.6704 a.u.
HOMO: -7.998 eV

> DFT total energy of number 2 (C6H12O)?

-310.9864 a.u.

> Look up the DFT total energy of the second one.

-310.9864 a.u.

> Which value of LUMO does entry 3 give?

-2.23 eV

> Which of these has the lowest HOMO?

C64H61AsIN4PRhS4